Computed, not measured: 8 unconnected molecules or ions with the total composition C72H152N8O8 in a non-equilibrium geometry, with the ωB97M-V functional and the def2-TZVPD basis.

Calculated values
**Energy above the lowest of the compared OMol25 structures with the same formula, charge and spin**: 54.7 kcal/mol
**2S+1**: 2
**HOMO energy (spin up / spin down)**: -9.1 / -9.1 eV
**Lowest unoccupied orbital energy (spin up / spin down)**: -2.45 / -6.40 eV
**Total charge**: +1

Each line ends with the Löwdin charge.
Element x y z (Å)
C: 18.22529 19.19528 -6.45927  -0.027
C: 17.07701 18.19429 -6.06425  -0.446
C: 17.84915 17.05847 -5.28461  -0.104
C: 16.80541 16.12491 -4.56422  -0.174
C: 15.95694 16.99235 -3.67377  -0.171
C: 15.11838 18.07562 -4.34341  -0.463
N: 16.02181 18.83141 -5.22203  -0.099
O: 15.65821 20.21209 -5.56029  -0.002
C: 13.85570 17.48097 -5.06679  -0.007
C: 14.67965 19.10483 -3.19919  -0.024
C: 16.45741 17.68219 -7.37163  -0.033
H: 17.72236 20.04716 -6.91693  0.075
H: 18.98952 18.85966 -7.16028  0.069
H: 18.71670 19.56640 -5.55988  0.070
H: 18.39499 16.36720 -5.92672  0.111
H: 18.46494 17.46027 -4.47996  0.103
H: 17.39710 15.44091 -3.95584  0.086
H: 16.20012 15.58199 -5.29014  0.110
H: 16.48423 17.40662 -2.81444  0.107
H: 15.20740 16.28620 -3.31652  0.114
H: 14.18320 16.84275 -5.88747  0.066
H: 13.27885 16.83067 -4.40918  0.082
H: 13.28061 18.30405 -5.49095  0.074
H: 14.01988 19.93615 -3.44760  0.056
H: 14.27639 18.53713 -2.36062  0.072
H: 15.49433 19.70291 -2.79090  0.067
H: 16.39275 16.59417 -7.36052  0.072
H: 16.94415 17.81686 -8.33758  0.070
H: 15.42967 17.98859 -7.56649  0.076
H: 15.02835 20.00280 -6.25388  0.084
C: 13.51285 24.80090 -1.25829  -0.027
C: 14.69949 24.42560 -2.21454  -0.407
C: 14.08269 23.37168 -3.28799  -0.104
C: 14.27277 23.81645 -4.79822  -0.142
C: 15.65941 24.48801 -4.97891  -0.134
C: 15.91900 25.74182 -4.15325  -0.489
N: 15.21686 25.70061 -2.83224  -0.152
O: 15.57753 26.67631 -1.95955  0.006
C: 17.44604 25.88182 -4.03174  -0.050
C: 15.46209 27.03551 -4.90219  -0.033
C: 15.85085 23.60117 -1.60410  -0.043
H: 13.83414 25.35656 -0.37731  0.073
H: 12.98957 23.91615 -0.89565  0.064
H: 12.76261 25.37183 -1.80536  0.084
H: 14.62543 22.42735 -3.24589  0.080
H: 13.01110 23.23230 -3.14531  0.088
H: 13.43435 24.45248 -5.08218  0.108
H: 14.30061 22.86351 -5.32663  0.089
H: 15.66824 24.79591 -6.02449  0.112
H: 16.50260 23.83166 -4.76363  0.112
H: 17.71885 26.73422 -3.40958  0.077
H: 17.89139 25.05955 -3.47171  0.060
H: 17.95975 26.03404 -4.98097  0.093
H: 15.71057 27.01216 -5.96323  0.079
H: 14.43683 27.38298 -4.77488  0.081
H: 16.07649 27.83433 -4.48687  0.070
H: 16.00836 24.03920 -0.61849  0.075
H: 16.80979 23.62082 -2.12192  0.060
H: 15.55022 22.57776 -1.37969  0.064
H: 14.89287 27.32282 -2.14623  0.109
C: 17.32159 17.10026 2.08803  -0.002
C: 18.05683 15.76628 1.57050  -0.368
C: 18.29821 15.86701 -0.00998  -0.114
C: 19.19452 14.74865 -0.50203  -0.177
C: 20.49823 14.67897 0.26857  -0.126
C: 20.48075 14.68872 1.83135  -0.426
N: 19.34251 15.60110 2.24648  0.103
O: 19.27092 15.77420 3.66731  0.099
C: 20.16285 13.21394 2.21583  0.013
C: 21.82422 15.24721 2.21290  -0.008
C: 17.12071 14.54103 2.00749  0.036
H: 16.87802 16.89922 3.06318  0.083
H: 16.59473 17.55356 1.41402  0.090
H: 18.04828 17.87730 2.32516  0.070
H: 17.32258 15.89613 -0.49514  0.126
H: 18.62933 16.87259 -0.26936  0.096
H: 19.25206 15.09901 -1.53259  0.122
H: 18.61596 13.82533 -0.47304  0.101
H: 21.23369 15.38663 -0.11408  0.117
H: 20.87539 13.71757 -0.08007  0.124
H: 19.71059 13.12278 3.20338  0.088
H: 19.56326 12.65686 1.49593  0.093
H: 21.09714 12.72517 2.49209  0.104
H: 21.95721 15.07643 3.28119  0.096
H: 22.60842 14.65651 1.73941  0.114
H: 21.84029 16.32081 2.02520  0.087
H: 17.49650 14.03284 2.89553  0.077
H: 17.29666 13.69470 1.34352  0.083
H: 16.14174 14.89947 2.32568  0.099
H: 19.32021 16.72351 3.80140  0.131
C: 19.54605 16.58503 -9.58674  -0.021
C: 20.63482 15.40858 -9.67119  -0.497
C: 20.47696 14.72425 -10.97625  -0.158
C: 21.57242 13.64845 -11.37486  -0.124
C: 22.95633 14.42901 -11.30315  -0.140
C: 23.16285 15.22615 -9.98974  -0.483
N: 21.97262 16.04047 -9.67542  -0.085
O: 22.10868 16.80123 -8.46468  -0.023
C: 23.52941 14.14051 -8.94316  -0.028
C: 24.35163 16.20993 -10.24468  -0.030
C: 20.23803 14.34874 -8.56755  -0.027
H: 19.91773 17.41094 -10.19324  0.081
H: 19.60294 17.10436 -8.63010  0.047
H: 18.56364 16.22366 -9.89065  0.085
H: 19.48400 14.29149 -11.09809  0.120
H: 20.57774 15.57788 -11.64652  0.117
H: 21.47219 13.18491 -12.35628  0.106
H: 21.66808 12.88071 -10.60706  0.083
H: 22.85447 15.07905 -12.17216  0.113
H: 23.72723 13.67236 -11.44903  0.114
H: 23.71996 14.64084 -7.99371  0.080
H: 22.78165 13.38029 -8.71730  0.061
H: 24.45160 13.63550 -9.23063  0.085
H: 24.14963 17.00375 -10.96381  0.081
H: 24.75693 16.72345 -9.37283  0.076
H: 25.13184 15.62923 -10.73679  0.078
H: 20.66088 13.35438 -8.71091  0.056
H: 19.15835 14.20076 -8.54541  0.077
H: 20.59796 14.73569 -7.61423  0.072
H: 21.75537 17.65557 -8.72330  0.089
C: 18.85794 7.82416 -4.90772  -0.059
C: 18.56538 9.25089 -4.43494  -0.480
C: 18.53719 9.12712 -2.88247  -0.162
C: 18.42220 10.39743 -2.10455  -0.189
C: 19.51053 11.42323 -2.43575  -0.134
C: 19.71940 11.57119 -3.97446  -0.471
N: 19.66084 10.18433 -4.72021  -0.066
O: 19.96638 10.34523 -6.12012  -0.024
C: 18.61296 12.50779 -4.52600  -0.025
C: 21.02462 12.15895 -4.13439  -0.071
C: 17.11932 9.64899 -4.97356  -0.007
H: 18.89903 7.69404 -5.98914  0.077
H: 18.18721 7.00914 -4.63575  0.092
H: 19.92851 7.67347 -4.76893  0.085
H: 17.80454 8.35769 -2.63894  0.125
H: 19.48774 8.72362 -2.53354  0.121
H: 18.53600 10.11750 -1.05727  0.113
H: 17.49094 10.83687 -2.46196  0.094
H: 20.44602 11.20293 -1.92153  0.114
H: 19.19843 12.42422 -2.13792  0.086
H: 18.83931 13.57392 -4.51047  0.065
H: 18.34113 12.36205 -5.57145  0.079
H: 17.69533 12.37637 -3.95261  0.073
H: 21.86252 11.66110 -3.64636  0.093
H: 21.25359 12.14362 -5.19996  0.087
H: 21.03549 13.16935 -3.72565  0.092
H: 16.66846 8.74356 -5.37978  0.075
H: 17.04552 10.47910 -5.67611  0.065
H: 16.49345 10.10048 -4.20379  0.062
H: 20.87400 10.05758 -6.24295  0.097
C: 20.95085 22.99471 -1.94176  -0.046
C: 20.32260 21.88966 -1.07907  -0.452
C: 19.30221 21.20215 -2.12890  -0.113
C: 18.98612 19.75732 -1.70831  -0.178
C: 20.31843 18.97806 -1.70063  -0.147
C: 21.28583 19.42175 -0.61947  -0.458
N: 21.40423 20.95752 -0.64620  -0.095
O: 22.15494 21.41400 0.44810  -0.016
C: 20.77257 18.86021 0.72943  -0.037
C: 22.70913 18.87902 -0.89791  -0.028
C: 19.46804 22.53561 0.07060  -0.016
H: 20.15096 23.53793 -2.44494  0.078
H: 21.59221 22.53954 -2.69647  0.087
H: 21.56808 23.65579 -1.33341  0.082
H: 18.32582 21.68658 -2.12018  0.100
H: 19.76018 21.26705 -3.11589  0.112
H: 18.24977 19.44483 -2.44874  0.090
H: 18.45740 19.66833 -0.75929  0.097
H: 20.78014 19.29531 -2.63565  0.119
H: 20.12237 17.90835 -1.77400  0.104
H: 20.68552 17.78316 0.58629  0.046
H: 21.43596 19.09374 1.56219  0.083
H: 19.83650 19.26603 1.11308  0.069
H: 23.38959 19.41968 -0.24006  0.077
H: 22.89449 17.80807 -0.81542  0.075
H: 23.10276 19.15144 -1.87716  0.085
H: 18.81655 21.81412 0.56366  0.068
H: 18.82061 23.21492 -0.48391  0.065
H: 19.99987 23.05409 0.86837  0.078
H: 22.79021 22.03486 0.08400  0.104
C: 14.34762 19.80361 2.97406  -0.035
C: 13.65644 21.01087 2.19983  -0.407
C: 13.40410 20.48055 0.73075  -0.138
C: 12.25935 19.51317 0.55545  -0.217
C: 11.02087 20.08767 1.11541  -0.104
C: 11.04605 20.75625 2.62074  -0.450
N: 12.35286 21.41202 2.87695  -0.090
O: 12.44050 21.95068 4.24938  -0.002
C: 9.88014 21.73121 2.78597  -0.044
C: 10.84668 19.70497 3.71255  -0.060
C: 14.56258 22.26472 2.20521  -0.026
H: 13.65838 18.99253 3.20902  0.057
H: 14.75905 20.07542 3.94614  0.073
H: 15.17975 19.26665 2.51873  0.048
H: 13.20995 21.26519 -0.00051  0.109
H: 14.22291 19.93311 0.26388  0.105
H: 12.62961 18.59270 1.00683  0.114
H: 12.03264 19.30352 -0.48990  0.086
H: 10.28151 19.30046 1.26293  0.107
H: 10.52715 20.72395 0.38091  0.104
H: 10.22638 22.63470 2.28404  0.085
H: 8.88519 21.46586 2.42851  0.088
H: 9.73989 22.10976 3.79846  0.077
H: 11.73875 19.18508 4.06189  0.063
H: 10.45893 20.07252 4.66263  0.081
H: 10.19298 18.88777 3.40765  0.085
H: 13.96914 23.16563 2.04936  0.086
H: 15.33122 22.20344 1.43479  0.068
H: 15.04256 22.31161 3.18271  0.074
H: 12.37549 21.15233 4.77853  0.065
C: 9.56777 22.77227 -3.98518  -0.037
C: 9.45564 21.35357 -4.54273  -0.477
C: 10.71531 20.44565 -4.24614  -0.121
C: 10.76031 20.03296 -2.79108  -0.200
C: 9.52216 19.21950 -2.55283  -0.158
C: 8.15766 19.84299 -2.82452  -0.493
N: 8.20897 20.65308 -4.04883  -0.073
O: 6.97557 21.36545 -4.25914  -0.006
C: 7.14672 18.65488 -2.96681  -0.034
C: 7.68626 20.65772 -1.59667  -0.040
C: 9.44853 21.51776 -5.99816  -0.079
H: 8.70383 23.40667 -4.18329  0.082
H: 10.38186 23.32111 -4.45859  0.077
H: 9.61943 22.93352 -2.90841  0.074
H: 10.91486 19.73452 -5.04774  0.113
H: 11.69259 20.92811 -4.23024  0.100
H: 10.74603 20.89887 -2.12919  0.111
H: 11.62838 19.43865 -2.50584  0.089
H: 9.67947 18.92103 -1.51636  0.112
H: 9.50369 18.35933 -3.22207  0.120
H: 6.09813 18.95209 -2.95185  0.084
H: 7.40228 18.05960 -3.84341  0.079
H: 7.32042 17.86681 -2.23409  0.079
H: 8.13799 21.55006 -1.16336  0.075
H: 6.73025 21.12698 -1.82893  0.071
H: 7.46788 19.89165 -0.85266  0.080
H: 8.59040 22.01497 -6.45037  0.090
H: 9.39596 20.55221 -6.50119  0.086
H: 10.35843 21.94412 -6.42053  0.096
H: 6.67784 21.04515 -5.11376  0.099